[1]
C3H7N3O in the gas phase, computed with ωB97M-V/def2-TZVPD.

DFT total energy	-357.9843	hartree
SMILES	[H]/N=C/N=C(\[O-])[NH2+]C
Kohn-Sham gap	9.341	eV
spin multiplicity	1
E_HOMO	-8.9	eV

Atoms and positions in Å:
C: 2.229 0.569 0.187
N: 1.073 -0.109 0.791
C: 0.003 -0.666 -0.269
O: 0.392 -1.447 -1.108
N: -1.041 -0.008 0.153
C: -2.256 -0.149 -0.478
N: -3.259 0.508 -0.047
H: 1.860 1.408 -0.405
H: 2.744 -0.138 -0.467
H: 2.906 0.933 0.963
H: 1.360 -0.849 1.432
H: 0.327 0.491 1.207
H: -2.270 -0.835 -1.335
H: -4.069 0.291 -0.623



[2]
C3H7N3O in the gas phase at a distorted geometry, computed with ωB97M-V/def2-TZVPD.

DFT total energy	-357.9821	hartree
SMILES	CO[C@@H](N)N=C=N
Kohn-Sham gap	10.650	eV
spin multiplicity	1
E_HOMO	-9.8	eV

Atoms and positions in Å:
C: -1.415 1.371 -0.044
C: 1.912 0.126 0.141
N: -0.232 -2.037 -0.132
C: -0.356 -0.714 0.394
O: -1.018 0.119 -0.546
N: 0.924 -0.202 0.747
N: 3.034 0.289 -0.261
H: 3.496 1.136 -0.518
H: 0.322 -2.021 -0.981
H: -1.148 -2.409 -0.353
H: -0.942 -0.753 1.330
H: -2.097 1.252 0.806
H: -0.552 1.965 0.275
H: -1.928 1.878 -0.858



[3]
A molecular structure, C3H7N3O at a distorted geometry, computed with ωB97M-V/def2-TZVPD.

DFT total energy	-357.8019	hartree
Kohn-Sham gap	8.372	eV
spin multiplicity	1
E_HOMO	-8.4	eV

Atoms and positions in Å:
C: -1.758 1.633 0.589
C: 0.871 -0.556 -0.049
C: 2.056 -1.117 0.466
H: -2.849 1.441 0.149
H: -1.907 1.186 1.501
H: -1.300 2.741 0.448
H: -0.534 0.694 -1.157
H: 1.134 -1.341 -1.782
H: -0.626 -1.984 -1.066
H: 1.976 -1.144 1.790
N: -0.668 0.761 -0.036
N: 0.338 0.249 0.756
N: 0.239 -0.953 -1.347
O: 3.027 -1.607 -0.262



[4]
C3H7N3O in the gas phase, computed with ωB97M-V/def2-TZVPD.

DFT total energy	-358.0115	hartree
SMILES	[H]/N=C/N/C(=N\[H])OC
Kohn-Sham gap	10.230	eV
spin multiplicity	1
E_HOMO	-9.3	eV

Atoms and positions in Å:
C: -0.902 0.990 -1.971
N: -1.893 0.166 0.242
C: -0.637 0.017 0.115
O: -0.012 0.386 -1.016
N: 0.225 -0.517 1.065
C: 1.599 -0.686 1.042
N: 2.173 -1.191 2.058
H: -0.332 1.110 -2.889
H: -1.247 1.959 -1.602
H: -1.779 0.361 -2.136
H: -2.250 -0.160 1.134
H: -0.204 -0.816 1.929
H: 2.082 -0.359 0.120
H: 3.177 -1.260 1.910



[5]
C3H7N3O in the gas phase at a distorted geometry, computed with ωB97M-V/def2-TZVPD.

DFT total energy	-357.8848	hartree
SMILES	[H]/N=C/C(N)=C(\N)O
Kohn-Sham gap (alpha / beta)	6.340 / 6.879	eV
spin multiplicity	1
E_HOMO (alpha / beta)	-6.2 / -6.4	eV

Atoms and positions in Å:
C: -0.864 0.468 0.165
C: 0.178 -0.428 -0.171
N: -1.175 1.606 -0.528
N: 0.113 -1.690 -0.744
C: 1.315 0.006 0.572
O: -1.993 -0.024 0.793
N: 2.545 -0.318 0.486
H: -1.737 -0.891 1.151
H: -2.122 1.941 -0.400
H: -0.438 2.018 -1.079
H: 1.017 -1.941 -1.144
H: -0.638 -1.822 -1.409
H: 3.114 0.097 1.224
H: 0.683 0.980 1.083



[6]
C3H7N3O in the gas phase, computed with ωB97M-V/def2-TZVPD.

DFT total energy	-358.0446	hartree
SMILES	[H]/N=C/NC(=O)NC
Kohn-Sham gap	10.434	eV
spin multiplicity	1
E_HOMO	-9.6	eV

Atoms and positions in Å:
C: 2.557 0.077 0.170
N: 1.191 0.240 0.619
C: 0.154 0.254 -0.269
O: 0.290 0.357 -1.476
N: -1.099 0.122 0.331
C: -2.237 -0.089 -0.432
N: -3.273 -0.588 0.105
H: 2.527 -0.142 -0.898
H: 3.028 -0.762 0.694
H: 3.158 0.979 0.326
H: 0.999 0.227 1.607
H: -1.172 -0.217 1.281
H: -2.105 0.214 -1.473
H: -4.016 -0.672 -0.585